No. 1
The following is a DFT calculation (ωB97M-V with the def2-TZVPD basis set) of a molecular structure, C35H30FN7O14SSr.

**Strongest force on any atom**: 0.90 eV Å⁻¹
**DFT total energy**: -90273.8376 eV
**ΔE to the lowest compared entry with this formula, charge and spin**: 66.1 kcal/mol
**E_HOMO**: -3.7 eV
**E_LUMO**: 0.103 Eh

ORCA input file:
```
! wB97M-V def2-TZVPD RIJCOSX def2/J DEFGRID3
* xyz -2 1
Sr -0.201 2.988 -1.084
O 3.129 0.725 5.025
C 2.665 1.886 4.868
O 2.288 2.699 5.728
C 2.477 2.318 3.392
C 2.954 1.499 2.369
C 2.588 1.755 1.062
N 1.763 2.755 0.741
C 1.399 3.615 1.692
C 1.730 3.439 3.035
C 0.370 4.718 1.300
O -0.388 5.104 2.187
O 0.366 5.060 0.068
H 3.557 0.638 2.624
H 2.886 1.095 0.256
H 1.322 4.095 3.789
F -1.766 -0.736 4.216
C -2.019 -1.200 2.967
C -2.045 -0.308 1.953
C -2.240 -0.758 0.652
C -1.597 0.039 -0.377
O -0.832 0.911 0.022
C -1.885 -0.351 -1.741
C -2.565 -1.514 -1.913
N -2.879 -2.411 -0.922
C -3.369 -3.723 -1.253
C -2.449 -4.905 -1.098
C -2.829 -4.419 -2.463
C -2.647 -2.059 0.398
C -2.576 -2.981 1.465
C -2.088 -2.577 2.706
N -1.426 -3.547 3.521
C -0.292 -4.144 2.793
C 0.913 -3.206 2.732
N 1.375 -2.958 4.141
C 0.275 -2.390 4.998
C -1.020 -3.226 4.886
C -1.300 0.317 -3.015
O -1.703 -0.104 -4.095
O -0.390 1.162 -2.781
H -1.758 0.722 2.126
H -2.775 -1.824 -2.928
H -4.417 -3.874 -1.020
H -2.869 -5.832 -0.732
H -1.437 -4.694 -0.777
H -3.528 -5.000 -3.048
H -2.067 -3.914 -3.039
H -2.699 -4.038 1.278
H -0.584 -4.371 1.774
H -0.019 -5.091 3.273
H 0.637 -2.241 2.307
H 1.753 -3.616 2.168
H 2.176 -2.315 4.144
H 1.696 -3.843 4.532
H 0.130 -1.375 4.647
H 0.639 -2.360 6.023
H -1.803 -2.676 5.396
H -0.886 -4.176 5.416
O -4.489 5.811 -4.931
C -3.300 6.269 -5.249
O -3.122 7.111 -6.110
C -2.119 5.710 -4.520
C -0.830 6.092 -4.806
N -0.024 5.396 -3.990
N -0.701 4.581 -3.177
C -1.979 4.754 -3.474
C -3.020 3.991 -2.683
O -4.210 4.140 -3.047
O -2.618 3.293 -1.731
H -4.444 5.087 -4.184
H -0.464 6.801 -5.528
H 0.976 5.450 -3.904
N 2.336 1.781 -3.166
C 2.885 0.634 -2.524
C 1.988 -0.149 -1.785
C 2.408 -1.264 -1.099
C 3.736 -1.652 -1.111
C 4.646 -0.874 -1.818
C 4.228 0.266 -2.518
S 4.176 -3.173 -0.268
O 5.614 -3.100 -0.062
O 3.758 -4.235 -1.176
O 3.386 -3.146 0.971
H 2.793 2.084 -4.013
H 1.356 1.556 -3.336
H 0.952 0.141 -1.762
H 1.701 -1.855 -0.528
H 5.689 -1.163 -1.805
H 4.952 0.874 -3.051
*
```

No. 2
The following is a DFT calculation (ωB97M-V with the def2-TZVPD basis set) of a molecular structure, C35H30N2P2PtSe at a distorted geometry.

**Strongest force on any atom**: 1.72 eV Å⁻¹
**DFT total energy**: -126932.7989 eV
**ΔE to the lowest compared entry with this formula, charge and spin**: 48.9 kcal/mol
**E_HOMO**: -7.3 eV
**E_LUMO**: -0.037 Eh

ORCA input file:
```
! wB97M-V def2-TZVPD RIJCOSX def2/J DEFGRID3
* xyz 0 1
Pt 0.694 0.219 0.329
C 2.156 2.615 -1.038
P 0.475 2.196 -0.483
C -0.528 2.007 -1.972
C -1.666 1.206 -1.903
C -2.466 1.031 -3.019
C -2.126 1.648 -4.215
C -0.989 2.438 -4.292
C -0.189 2.620 -3.174
C -0.282 3.558 0.441
C -1.287 4.304 -0.178
C -1.865 5.379 0.480
C -1.447 5.718 1.757
C -0.442 4.985 2.373
C 0.138 3.909 1.723
C 2.589 1.364 -1.748
C 3.294 1.142 -2.908
C 3.258 -0.259 -3.136
C 2.523 -0.816 -2.112
C 2.080 -2.223 -1.867
P 0.310 -2.212 -1.354
C 0.311 -2.234 0.500
C -0.906 -1.871 1.117
C -1.078 -1.988 2.488
C -0.025 -2.430 3.276
C 1.197 -2.743 2.697
C 1.364 -2.652 1.322
C -0.269 -3.900 -1.781
C -0.695 -4.096 -3.094
C -1.161 -5.332 -3.510
C -1.227 -6.388 -2.611
C -0.820 -6.200 -1.298
C -0.340 -4.964 -0.888
N 2.120 0.168 -1.264
H 2.728 2.845 -0.132
H 2.184 3.490 -1.687
H -1.915 0.706 -0.974
H -3.345 0.404 -2.960
H -2.744 1.505 -5.091
H -0.716 2.908 -5.228
H 0.702 3.227 -3.251
H -1.626 4.045 -1.171
H -2.646 5.947 -0.008
H -1.904 6.552 2.273
H -0.112 5.242 3.371
H 0.916 3.338 2.208
H 3.799 1.885 -3.506
H 3.735 -0.795 -3.943
H 2.718 -2.754 -1.154
H 2.113 -2.795 -2.796
H -1.728 -1.548 0.486
H -2.019 -1.713 2.944
H -0.151 -2.494 4.349
H 2.027 -3.053 3.317
H 2.325 -2.898 0.889
H -0.668 -3.266 -3.792
H -1.483 -5.470 -4.534
H -1.601 -7.352 -2.931
H -0.873 -7.018 -0.591
H -0.023 -4.829 0.140
Se 1.759 0.861 2.530
C 0.501 0.770 3.961
C 0.928 0.435 5.245
C -0.001 0.355 6.269
N -1.303 0.587 6.115
C -1.700 0.928 4.891
C -0.855 1.034 3.798
H 1.971 0.221 5.442
H 0.320 0.082 7.269
H -2.761 1.126 4.771
H -1.254 1.292 2.824
*
```

No. 3
The following is a DFT calculation (ωB97M-V with the def2-TZVPD basis set) of a molecular structure, C35H32Br4CuN3O2S at a distorted geometry.

**Strongest force on any atom**: 2.81 eV Å⁻¹
**DFT total energy**: -381022.9299 eV
**ΔE to the lowest compared entry with this formula, charge and spin**: 0.0 kcal/mol
**E_HOMO (alpha / beta)**: -3.9 / -3.7 eV
**E_LUMO (alpha / beta)**: 0.072 / 0.044 Eh

ORCA input file:
```
! wB97M-V def2-TZVPD RIJCOSX def2/J DEFGRID3
* xyz -1 2
Cu 16.599 14.834 6.745
Br 19.997 20.829 5.431
C 19.494 19.044 5.850
C 20.522 18.173 6.292
Br 22.302 18.772 6.649
C 20.198 16.899 6.697
Br 21.259 15.853 7.798
C 18.895 16.367 6.360
O 18.623 15.124 6.321
C 17.805 17.339 6.119
O 16.615 16.890 6.320
C 18.156 18.666 5.820
Br 16.790 19.948 5.575
C 9.180 18.272 7.931
C 9.639 18.587 6.511
C 10.003 20.104 6.467
C 8.493 18.371 5.522
C 10.817 17.667 6.155
C 11.974 18.238 5.599
C 13.085 17.468 5.412
N 13.127 16.165 5.694
C 11.997 15.565 6.048
C 10.821 16.309 6.327
C 11.979 14.128 6.196
C 10.743 13.499 5.970
C 10.640 12.124 6.176
C 11.779 11.441 6.580
C 12.942 12.143 6.741
N 13.112 13.465 6.580
C 9.270 11.385 6.141
C 8.991 10.722 7.482
C 9.248 10.343 5.045
C 8.152 12.379 5.805
H 8.518 19.022 8.417
H 10.009 18.117 8.581
H 8.613 17.322 7.932
H 9.123 20.708 6.758
H 10.256 20.363 5.435
H 10.777 20.368 7.222
H 7.584 18.905 5.865
H 8.148 17.342 5.535
H 8.755 18.631 4.500
H 11.940 19.316 5.284
H 14.027 17.819 5.076
H 9.964 15.775 6.786
H 9.961 14.033 5.459
H 11.716 10.357 6.769
H 13.878 11.597 7.027
H 9.701 9.896 7.706
H 7.991 10.245 7.355
H 8.941 11.355 8.363
H 10.073 9.673 5.108
H 9.322 10.842 4.040
H 8.291 9.727 5.094
H 7.929 13.088 6.582
H 7.201 11.907 5.539
H 8.413 12.968 4.888
S 14.768 16.138 10.659
C 15.025 14.442 10.632
C 15.606 14.048 9.429
N 15.824 15.085 8.551
C 15.360 16.244 9.030
H 14.686 13.724 11.370
H 16.004 13.061 9.188
H 15.533 17.144 8.446
C 16.386 13.031 6.430
C 16.564 11.822 6.219
C 16.842 10.515 5.864
C 18.165 10.006 6.012
C 18.470 8.712 5.679
C 17.469 7.897 5.139
C 16.147 8.333 4.973
C 15.844 9.673 5.228
H 18.934 10.639 6.540
H 19.482 8.362 5.855
H 17.788 6.907 4.813
H 15.414 7.636 4.683
H 14.845 10.093 4.980
*
```

No. 4
The following is a DFT calculation (ωB97M-V with the def2-TZVPD basis set) of a molecular structure, C35H32BrN5OSbZr at a distorted geometry.

**Strongest force on any atom**: 1.49 eV Å⁻¹
**DFT total energy**: -124150.5918 eV
**E_HOMO**: -15.8 eV
**E_LUMO**: -0.337 Eh

ORCA input file:
```
! wB97M-V def2-TZVPD RIJCOSX def2/J DEFGRID3
* xyz 3 1
Zr 0.102 -0.272 0.028
C 2.510 -1.952 -2.145
C 3.113 -1.044 -1.127
C 4.500 -1.022 -0.984
C 5.092 -0.203 -0.042
C 4.260 0.575 0.750
C 2.885 0.511 0.567
N 2.302 -0.267 -0.366
Sb 1.844 1.865 1.986
C 0.546 2.941 0.591
C 0.687 4.313 0.744
C -0.093 5.172 -0.013
C -0.994 4.587 -0.878
C -1.098 3.199 -0.969
C -2.124 2.699 -1.934
N -0.331 2.346 -0.243
C 0.204 0.653 2.846
C 0.146 0.802 4.220
C -0.784 0.073 4.949
C -1.628 -0.766 4.253
C -1.533 -0.874 2.866
C -2.443 -1.820 2.167
N -0.622 -0.163 2.153
H 3.281 -2.568 -2.603
H 2.023 -1.386 -2.941
H 1.788 -2.619 -1.676
H 5.113 -1.645 -1.616
H 6.165 -0.170 0.077
H 4.680 1.226 1.508
H 1.402 4.707 1.456
H -0.012 6.244 0.075
H -1.630 5.203 -1.494
H -2.703 3.541 -2.302
H -2.820 2.010 -1.465
H -1.650 2.240 -2.799
H 0.829 1.474 4.722
H -0.825 0.140 6.024
H -2.367 -1.354 4.773
H -2.719 -2.628 2.842
H -1.966 -2.242 1.284
H -3.374 -1.322 1.887
O -2.022 -0.145 -5.950
C -1.459 -0.034 -4.783
C -0.141 0.409 -4.541
C 0.339 0.456 -3.250
N -0.384 0.100 -2.168
C -1.658 -0.261 -2.414
Br -2.670 -0.526 -0.804
C -2.242 -0.355 -3.647
H -1.487 0.117 -6.718
H 0.495 0.704 -5.362
H 1.340 0.831 -3.053
H -3.270 -0.659 -3.787
C -2.503 -4.672 -2.366
C -2.430 -4.836 -0.990
C -1.572 -4.055 -0.238
C -0.767 -3.078 -0.844
C -0.814 -2.959 -2.237
C -1.682 -3.743 -2.982
N 0.121 -2.276 -0.062
C 1.013 -3.017 0.741
C 1.664 -2.432 1.839
C 2.477 -3.195 2.663
C 2.690 -4.541 2.405
C 2.114 -5.112 1.281
C 1.295 -4.363 0.460
H -3.158 -5.296 -2.950
H -3.026 -5.589 -0.501
H -1.475 -4.249 0.821
H -0.122 -2.305 -2.751
H -1.689 -3.648 -4.056
H 1.530 -1.370 2.070
H 2.943 -2.740 3.524
H 3.299 -5.136 3.066
H 2.298 -6.148 1.040
H 0.858 -4.826 -0.412
*
```

No. 5
The following is a DFT calculation (ωB97M-V with the def2-TZVPD basis set) of a molecular structure, C35H32N6O5V.

**Strongest force on any atom**: 0.75 eV Å⁻¹
**DFT total energy**: -81679.6911 eV
**E_HOMO (alpha / beta)**: -6.1 / -6.2 eV
**E_LUMO (alpha / beta)**: 0.007 / 0.003 Eh

ORCA input file:
```
! wB97M-V def2-TZVPD RIJCOSX def2/J DEFGRID3
* xyz 0 2
V 0.640 1.190 -0.228
O -2.687 1.449 -3.219
C -3.405 2.375 -2.541
C -4.661 2.703 -3.053
C -5.443 3.657 -2.433
C -4.988 4.310 -1.291
C -3.745 3.989 -0.783
C -2.937 3.021 -1.387
C -1.616 2.716 -0.808
O -1.005 1.614 -1.215
N -1.029 3.506 0.033
N 0.211 2.972 0.291
C 0.929 3.474 1.328
C 2.153 2.854 1.483
C 3.234 3.282 2.317
C 4.452 2.707 2.192
C 4.653 1.680 1.218
C 3.597 1.267 0.475
N 2.340 1.783 0.616
H -1.851 1.316 -2.725
H -4.994 2.196 -3.948
H -6.415 3.897 -2.845
H -5.598 5.059 -0.805
H -3.362 4.480 0.101
H 0.548 4.285 1.932
H 3.057 4.091 3.014
H 5.283 3.039 2.802
H 5.627 1.237 1.067
H 3.684 0.485 -0.271
C 3.074 -1.578 2.761
O 2.120 -2.168 1.893
C 1.116 -2.890 2.454
C 0.995 -3.155 3.809
C -0.073 -3.915 4.276
C -1.022 -4.402 3.400
C -0.917 -4.116 2.044
C 0.138 -3.363 1.564
N 0.289 -3.117 0.177
C 0.582 -1.827 -0.291
N 1.332 -1.831 -1.389
C 1.749 -0.771 -2.241
C 1.568 0.588 -1.976
C 2.065 1.474 -2.940
C 2.726 1.047 -4.079
C 2.911 -0.311 -4.308
C 2.415 -1.216 -3.395
O 2.593 -2.580 -3.551
C 1.943 -3.124 -4.697
N 0.182 -0.716 0.265
C -0.833 -0.651 1.249
C -0.584 0.102 2.393
C -1.584 0.298 3.334
C -2.831 -0.273 3.139
C -3.087 -1.021 1.998
C -2.102 -1.198 1.042
O -2.330 -1.934 -0.094
C -3.232 -1.288 -1.008
H 3.764 -1.031 2.124
H 3.616 -2.338 3.328
H 2.593 -0.879 3.450
H 1.732 -2.776 4.502
H -0.154 -4.119 5.336
H -1.853 -4.992 3.763
H -1.672 -4.463 1.348
H -0.426 -3.558 -0.386
H 1.701 -2.734 -1.652
H 1.938 2.539 -2.778
H 3.109 1.770 -4.788
H 3.442 -0.669 -5.181
H 2.134 -4.194 -4.685
H 2.341 -2.696 -5.618
H 0.866 -2.938 -4.653
H 0.408 0.520 2.543
H -1.383 0.888 4.218
H -3.612 -0.140 3.876
H -4.058 -1.473 1.838
H -3.287 -1.919 -1.890
H -2.846 -0.306 -1.278
H -4.225 -1.189 -0.566
*
```

No. 6
The following is a DFT calculation (ωB97M-V with the def2-TZVPD basis set) of a molecular structure, C35H33AsCrN3O9S4Si at a distorted geometry.

**Strongest force on any atom**: 3.54 eV Å⁻¹
**DFT total energy**: -200212.1561 eV
**ΔE to the lowest compared entry with this formula, charge and spin**: 42.6 kcal/mol
**E_HOMO (alpha / beta)**: -3.3 / -3.4 eV
**E_LUMO (alpha / beta)**: 0.127 / 0.127 Eh

ORCA input file:
```
! wB97M-V def2-TZVPD RIJCOSX def2/J DEFGRID3
* xyz -2 4
Cr 0.165 -0.821 1.693
O 0.688 3.068 2.623
As 0.438 1.850 3.802
O -0.168 2.391 5.173
O -0.387 0.539 3.072
C 2.302 1.324 3.910
C 3.231 2.334 3.621
C 4.501 2.033 3.248
C 4.849 0.706 3.093
C 3.988 -0.335 3.421
C 2.702 0.009 3.902
S 1.680 -1.409 4.395
O 2.658 -2.308 4.970
O 0.635 -0.885 5.268
O 1.116 -1.958 3.121
H -0.161 3.448 2.228
H 3.015 3.389 3.577
H 5.324 2.716 3.138
H 5.846 0.485 2.761
H 4.245 -1.372 3.406
C 2.602 2.758 -3.709
Si 2.652 2.599 -1.786
C 4.231 1.581 -1.365
C 2.683 4.338 -0.994
C 0.983 1.882 -1.306
C -0.146 2.568 -1.695
C -1.392 2.270 -1.137
C -1.492 1.229 -0.217
N -0.391 0.547 0.160
C 0.826 0.929 -0.267
S 2.051 0.149 0.694
H 3.444 3.456 -4.075
H 1.715 3.369 -3.971
H 2.512 1.844 -4.223
H 5.138 2.085 -1.738
H 4.135 0.549 -1.743
H 4.416 1.470 -0.310
H 3.637 4.838 -1.134
H 2.718 4.157 0.067
H 1.828 4.951 -1.254
H -0.079 3.335 -2.441
H -2.320 2.719 -1.480
H -2.432 1.032 0.346
C -0.579 -4.171 -6.168
C -0.058 -5.491 -6.564
O -0.309 -6.052 -7.614
S 1.223 -6.262 -5.503
C 1.046 -5.401 -4.001
C 0.101 -5.897 -3.109
C -0.093 -5.245 -1.876
C 0.637 -4.081 -1.598
C 1.680 -3.681 -2.503
C 1.863 -4.302 -3.708
C 0.382 -3.254 -0.468
C 0.205 -2.384 0.359
H -1.285 -3.836 -6.955
H 0.254 -3.455 -5.970
H -1.105 -4.349 -5.205
H -0.428 -6.800 -3.375
H -0.879 -5.525 -1.193
H 2.331 -2.818 -2.284
H 2.574 -3.914 -4.435
O -5.363 4.380 -0.735
C -4.443 4.301 0.112
C -4.649 3.391 1.349
C -3.339 3.492 2.091
C -2.488 4.319 1.113
O -1.323 4.484 1.479
N -3.181 4.793 0.027
H -4.791 2.406 0.983
H -5.552 3.668 1.860
H -2.839 2.577 2.269
H -3.454 4.012 3.059
S -3.461 -1.757 4.137
C -1.835 -1.331 3.646
N -1.647 -1.417 2.372
C -2.760 -1.703 1.620
C -2.814 -1.683 0.243
C -4.076 -1.907 -0.297
C -5.193 -2.083 0.522
C -5.127 -2.088 1.920
C -3.885 -1.944 2.433
H -1.080 -1.118 4.305
H -1.952 -1.488 -0.398
H -4.181 -1.828 -1.364
H -6.110 -2.186 0.015
H -6.004 -2.227 2.564
*
```